Entry 1:
14
Properties=species:S:1:pos:R:3:forces:R:3 method="wB97M-V/def2-TZVPD" e_tot_ha=-361.7359 molar_mass_g_mol=101.105 homo_lumo_gap_ev="8.264 / 8.265" de_lowest_kcal_mol=91.0 multiplicity=1
C -1.0329 1.1213 0.4315 -0.0562 0.0898 0.0528
C 0.1888 0.5189 -0.2916 -0.3486 -0.2483 0.0620
C -0.1373 -0.0644 -1.6274 -0.0382 -0.1335 -0.1682
O 1.1632 1.3563 -0.5711 0.2364 0.1634 0.0797
C 0.4115 -0.9072 0.2753 0.1910 -0.0287 0.1219
O -0.1266 -1.7099 -0.5311 0.0103 0.2810 0.0164
N 1.0525 -1.2538 1.3812 -0.0461 0.0172 -0.1263
H -1.3778 1.9807 -0.1540 0.0590 -0.1392 0.0803
H -1.8626 0.4134 0.5626 0.1681 0.0776 -0.0401
H -0.7205 1.4914 1.4137 -0.0261 -0.0705 -0.1489
H 0.7223 -0.3728 -2.2092 -0.0842 0.0159 0.1073
H -1.0417 0.1873 -2.1882 0.0803 -0.0889 0.1215
H 1.2151 -2.2239 1.6130 -0.0459 0.1347 -0.0548
H 1.5460 -0.5372 1.8954 -0.0999 -0.0704 -0.1035

=====

Entry 2:
110
Properties=species:S:1:pos:R:3:forces:R:3 method="wB97M-V/def2-TZVPD" e_tot_ha=-4341.6344 molar_mass_g_mol=1038.452 homo_lumo_gap_ev=7.417 multiplicity=1
C 8.7402 5.5630 -9.2258 -0.9686 -0.5657 -0.9113
C 8.0778 4.1046 -9.0239 0.2975 1.6805 0.6932
O 8.7828 3.0816 -9.7683 -1.4691 0.1233 -0.0103
C 7.8138 2.1476 -10.3460 0.1850 0.3761 0.4538
C 7.0452 1.4357 -9.1304 0.5435 0.8600 -0.2652
O 6.7230 0.0425 -9.3890 -2.1066 0.8326 0.6444
C 5.2930 -0.1664 -9.3099 1.7214 -1.4413 -1.4958
O 4.7727 0.1178 -7.9861 -2.8662 1.1497 -1.4620
P 3.3669 1.0498 -8.0090 0.2428 3.1638 3.8931
O 3.6748 2.5050 -7.6276 -0.5693 -3.6374 -1.6646
O 2.3856 0.4457 -6.7283 2.0315 0.0566 -2.5694
O 2.4306 0.8925 -9.4090 1.6087 0.9369 1.2168
C 2.3202 2.1107 -10.1397 -2.9090 2.2790 -1.1884
I 4.0415 3.2107 -10.9468 -0.7251 -1.3022 0.7285
C 1.0504 2.6744 -10.4225 1.6604 -1.5995 1.0010
C -0.3224 2.0184 -9.9593 0.6954 0.4691 -0.9512
I 0.8459 4.5221 -11.5905 -0.1127 -1.5031 0.8936
H 8.5457 5.8347 -10.3242 0.6771 -0.3000 1.4839
H 8.1516 6.3457 -8.6298 0.9897 -1.2501 -0.5522
H 9.8466 5.5778 -8.9900 -1.3823 0.0161 -0.2496
H 8.0877 3.8920 -7.9009 -0.1104 -0.0512 -1.4641
H 6.9959 4.2165 -9.3669 1.2441 -0.3824 0.4092
H 7.1254 2.8069 -10.9851 0.6295 -1.2836 0.7243
H 8.3745 1.4174 -11.0077 -0.6486 0.8434 0.9575
H 6.1082 2.0693 -8.9380 1.2888 -1.1134 0.1091
H 7.7487 1.4468 -8.2256 -1.0751 0.1472 -1.2847
H 5.1369 -1.2867 -9.4868 0.2424 1.6709 0.1242
H 4.8421 0.4519 -10.1451 0.0496 -0.6014 1.2544
H 2.9518 0.4179 -5.9224 -0.3812 0.0912 -0.7273
H -0.6816 1.3781 -10.8327 0.4094 0.6812 1.2380
H -1.1027 2.8351 -9.8138 1.1382 -1.1532 0.0883
H -0.1488 1.3813 -9.0418 -0.3315 0.8018 -1.0552
O 3.8635 -1.5761 -2.1510 -3.6836 -0.0565 -2.5214
P 2.8646 -0.5226 -1.6612 5.2273 2.6717 6.7679
O 3.8768 0.7824 -1.8026 -0.5040 -0.3128 -0.7760
C 4.0847 1.3203 -3.1039 0.0501 0.3852 -0.1764
C 2.8732 2.0970 -3.5889 -0.0718 -0.0506 -0.1366
O 3.0640 -0.8849 -0.0532 -1.0427 -0.1973 -0.6051
C 3.4581 -2.1860 0.3730 0.4535 -0.2399 0.1531
C 4.9493 -2.2133 0.6546 0.1669 0.1056 0.1021
O 1.6044 0.5380 -1.2090 -0.4476 -2.0056 -3.1224
C 1.4477 1.1086 0.0895 -0.3208 0.0933 1.0204
C 2.5778 2.0158 0.5361 0.4051 -0.1225 -0.1971
H 4.3386 0.5171 -3.8048 0.1219 -0.0284 0.0453
H 4.9455 1.9898 -3.0413 -0.0107 -0.1545 0.1166
H 2.0217 1.4278 -3.7509 -0.0384 0.0750 -0.0063
H 3.0907 2.6055 -4.5327 0.0104 -0.0364 0.0402
H 2.5668 2.8379 -2.8484 0.0438 -0.0439 -0.0641
H 3.1701 -2.9465 -0.3558 0.1250 0.1457 -0.0243
H 2.9121 -2.4089 1.2939 -0.0788 0.1835 -0.0372
H 5.5322 -1.8346 -0.1873 -0.1732 -0.1336 -0.0836
H 5.2840 -3.2286 0.8803 -0.0315 0.0545 0.0213
H 5.1817 -1.5707 1.5096 -0.0552 -0.1139 -0.0330
H 1.2479 0.3263 0.8246 0.2013 0.0116 -0.0950
H 0.5349 1.7106 0.0404 -0.0017 -0.1285 -0.4041
H 3.5034 1.4644 0.7021 -0.0802 -0.0147 -0.0321
H 2.3161 2.5086 1.4758 -0.1873 -0.0615 -0.0763
H 2.7837 2.7820 -0.2145 -0.0859 -0.0172 0.0766
O -3.7587 -2.1905 4.7788 0.4249 4.3128 0.9750
P -3.1523 -1.4104 3.6078 0.9447 -7.3319 -5.2712
O -4.2822 -1.8507 2.4787 -0.1663 0.7883 0.5905
C -5.5407 -1.1844 2.5072 -0.3515 0.1271 -0.1991
C -5.4346 0.2337 1.9753 0.0292 0.1352 0.0641
O -1.9780 -2.5397 3.2882 0.2725 1.1134 0.4614
C -1.4722 -3.3959 4.3085 -0.0765 -0.4992 0.1462
C -2.1498 -4.7521 4.2346 -0.0620 -0.1627 -0.1289
O -2.4203 -0.3986 2.4425 -1.3845 1.6181 3.1203
C -1.5621 -0.8510 1.3959 0.9146 -0.2716 -0.5077
C -2.2048 -1.7941 0.3975 -0.3386 -0.2588 0.2005
H -5.9441 -1.1886 3.5248 -0.0144 -0.0723 -0.0203
H -6.2234 -1.7596 1.8773 0.1639 -0.1011 0.0705
H -4.8316 0.8563 2.6433 -0.0500 0.0312 -0.0464
H -6.4244 0.6891 1.8879 0.0543 -0.0571 0.0363
H -4.9512 0.2476 0.9966 -0.0642 -0.0325 0.0527
H -1.5803 -2.9430 5.2962 -0.1361 -0.0535 -0.1182
H -0.3998 -3.5174 4.1329 -0.0427 0.1256 -0.1477
H -3.2383 -4.6670 4.2361 0.0842 0.1519 0.1510
H -1.8494 -5.3832 5.0745 0.0165 0.0250 -0.0589
H -1.8774 -5.2577 3.3028 0.0446 0.0357 0.1171
H -0.6461 -1.2739 1.8141 -0.1783 -0.0969 0.0348
H -1.2544 0.0493 0.8556 -0.2600 0.1826 0.2874
H -2.4514 -2.7572 0.8448 0.0278 0.0801 0.0217
H -1.5221 -1.9836 -0.4347 0.0814 0.1864 0.0809
H -3.1304 -1.3714 0.0005 0.1144 0.0243 -0.0174
O -6.5046 -3.4662 9.7247 2.8601 -0.8260 3.3263
P -5.8244 -2.1691 10.1746 -4.2634 4.9889 -6.2092
O -7.2132 -1.3434 10.5469 0.3756 -0.5341 0.6843
C -7.8542 -1.6497 11.7805 -0.2266 0.1187 0.2753
C -7.0935 -1.0773 12.9633 0.1091 -0.0533 0.0992
O -5.5507 -1.6177 8.6335 0.8436 -0.3224 0.9339
C -5.3985 -2.5164 7.5352 -0.1628 -0.1247 -0.4954
C -6.7048 -2.6285 6.7709 -0.1673 0.0782 -0.0585
O -4.9140 -0.8427 10.7512 0.4012 -3.2251 1.7667
C -4.6821 0.3620 10.0239 0.5085 0.6411 -0.6435
C -5.9258 1.1630 9.6897 -0.3731 -0.2642 -0.0461
H -7.9728 -2.7331 11.8823 -0.0498 0.0190 -0.0454
H -8.8532 -1.2087 11.7421 0.0870 -0.0287 -0.1746
H -6.1249 -1.5728 13.0803 -0.0348 0.0379 0.0549
H -7.6586 -1.2131 13.8891 0.0180 -0.0223 -0.0775
H -6.8968 -0.0129 12.8219 -0.0576 -0.0673 0.0006
H -5.0384 -3.4924 7.8676 -0.1934 0.0764 0.0610
H -4.6304 -2.1047 6.8771 -0.1018 0.0826 0.2065
H -7.5433 -2.8758 7.4257 0.1656 -0.1218 0.0624
H -6.6351 -3.3916 5.9920 0.0355 0.0741 0.0088
H -6.9479 -1.6701 6.3006 0.0895 -0.0893 -0.0186
H -4.0869 0.1571 9.1316 -0.2027 -0.0850 0.0152
H -4.0483 0.9781 10.6692 -0.0461 -0.3183 0.2550
H -6.5621 0.6484 8.9696 0.0738 -0.0234 0.0505
H -5.6478 2.1258 9.2533 0.1748 -0.0555 0.0986
H -6.5252 1.3454 10.5844 0.0977 0.0409 -0.0396

=====

Entry 3:
18
Properties=species:S:1:pos:R:3:forces:R:3 method="wB97M-V/def2-TZVPD" e_tot_ha=-214.8626 charge=-1 molar_mass_g_mol=75.155 homo_lumo_gap_ev="2.542 / 9.384" de_lowest_kcal_mol=10.3 multiplicity=2
C 2.5846 -2.6513 1.1036 -0.1751 0.0529 -0.7355
C 3.6014 -2.5097 -0.0145 0.8186 0.7593 0.3773
H 2.2184 -3.6774 1.1710 0.0332 -0.0315 0.0912
H 1.7346 -2.0293 0.8154 -0.1361 0.1027 0.4704
H 2.9916 -2.3452 2.0604 -0.0583 0.0778 0.2126
H 3.1550 -2.5876 -0.9836 -0.3648 -0.3106 -0.6295
H 4.1149 -1.5387 -0.0212 -0.4154 0.1299 0.1990
H 4.4321 -3.1892 0.0658 0.2455 -0.7293 -0.0106
C -2.9862 0.9459 -0.6447 -0.5277 -0.3013 -1.5105
N -1.8395 1.4871 0.0348 0.0065 0.3340 -0.1990
C -1.5657 2.8793 -0.3811 0.6802 -0.4599 0.7355
H -3.8411 1.6071 -0.5811 -0.2190 0.3201 0.4660
H -2.8624 0.8555 -1.7462 0.2601 0.0046 0.1626
H -3.3500 -0.0406 -0.3451 0.4668 -0.0152 0.5386
H -1.0025 0.9738 -0.2433 -0.2330 -0.3892 0.1927
H -2.3119 3.3169 -1.0393 -0.1468 -0.0836 -0.0160
H -0.5920 2.8989 -0.8858 -0.0852 0.2256 -0.1442
H -1.4562 3.4754 0.5311 -0.1496 0.3136 -0.2007

=====

Entry 4:
25
Properties=species:S:1:pos:R:3:forces:R:3 method="wB97M-V/def2-TZVPD" e_tot_ha=-443.0531 molar_mass_g_mol=127.184 homo_lumo_gap_ev=10.378 smiles=CC(C)CN.O.O.O de_lowest_kcal_mol=15.2 multiplicity=1
C 0.0425 -1.6713 -0.5272 0.9965 0.0501 -0.1161
C -0.2101 -0.5537 -1.5681 -1.2370 -0.9246 -0.5119
C -1.1470 -1.1344 -2.6610 0.1005 -0.0218 0.6581
C -0.7382 0.7492 -0.9745 1.1918 1.1885 0.1468
N 0.3144 1.8226 -0.9858 -0.3420 -0.1026 0.6153
H 1.0984 -1.6767 -0.2557 0.2870 -0.3136 -0.3276
H -0.2268 -2.6268 -0.9769 0.1872 -0.1047 0.2221
H -0.3589 -1.6201 0.4792 -0.9300 0.4639 -0.2235
H 0.7066 -0.3942 -2.1415 0.2330 0.3729 0.3971
H -2.0906 -1.4540 -2.2208 -0.1909 0.1200 0.0164
H -1.3445 -0.4225 -3.4634 0.0639 -0.0856 -0.0334
H -0.6736 -2.0442 -3.0358 -0.0732 0.1591 -0.3354
H -1.0145 0.5883 0.0653 -0.1452 -0.1049 0.0609
H -1.5920 1.2165 -1.4671 -0.2025 -0.6393 -0.2595
H -0.0192 2.6573 -1.4460 0.1585 -0.0281 -0.0013
H 1.1774 1.5316 -1.4157 -0.1322 -0.0685 -0.4173
O 0.7534 -0.2572 2.2435 0.1749 0.1590 0.1100
H 1.2327 -0.2875 3.0814 -0.1088 0.0097 -0.1324
H 1.2789 0.3549 1.6940 0.0318 -0.4541 0.2701
O -2.0464 -0.2631 3.0410 -0.0939 0.0019 -0.1925
H -1.1811 -0.5323 2.6969 0.0018 0.2374 0.0629
H -2.2649 0.5267 2.5311 0.0613 -0.1541 0.1463
O 2.6774 1.2094 0.6897 -0.2847 0.1804 0.3896
H 1.8330 1.6787 0.5433 0.2985 0.0698 -0.5107
H 2.7893 0.6215 -0.0623 -0.0463 -0.0109 -0.0340

=====

Entry 5:
91
Properties=species:S:1:pos:R:3:forces:R:3 method="wB97M-V/def2-TZVPD" e_tot_ha=-2132.9397 charge=+3 molar_mass_g_mol=653.912 homo_lumo_gap_ev="8.439 / 5.397" multiplicity=6
Ru -0.0939 -0.2850 -0.4095 -0.2498 -0.8367 1.2579
C 2.5744 1.3085 -1.4050 -0.2794 0.0279 0.4211
N 3.4350 0.1522 -1.3776 -0.3846 -0.2945 0.4453
C 4.2214 -0.1039 -2.5631 0.3319 0.0035 -0.6846
C 3.2665 -0.7701 -0.3911 0.7940 0.1984 -0.5430
N 2.1172 -0.7768 0.2612 -1.6896 0.1360 -0.3054
C 2.0550 -1.2715 1.6200 -0.2101 0.2357 0.5118
C 1.3291 -0.2123 2.4537 0.9538 -0.4539 -0.0427
N -0.0425 -0.0452 1.9736 -0.0368 -0.0004 -0.6987
C -0.9155 -1.0849 2.5349 -0.6720 -0.6565 -0.0593
C -2.0034 -1.6098 1.5746 -0.1690 0.2780 0.5022
N -1.4277 -2.0332 0.3140 0.8599 1.7089 0.0124
C -1.9011 -3.0354 -0.3927 0.0464 -1.3407 -1.1060
N -3.1025 -3.6397 -0.2537 0.8017 0.5711 0.0228
C -3.2953 -5.0359 -0.5943 -0.0972 -0.5876 -0.0744
C -4.3032 -2.9542 0.1664 -0.3120 0.2387 0.1874
N -1.0643 -3.5801 -1.3433 -0.4926 0.3942 0.7865
C 0.3385 -3.3418 -1.2037 0.2909 0.4900 0.3824
C -1.5289 -3.7590 -2.7034 -0.0894 -0.1055 -0.6681
C -0.4723 1.3381 2.1964 -0.5232 0.6878 -0.0765
C -1.8653 1.6319 1.6605 0.1900 0.0583 0.2866
N -1.9476 1.2426 0.2655 1.1282 -1.0040 0.0776
C -2.9551 1.6472 -0.4624 -0.6681 0.4704 -0.6146
N -4.0906 2.2606 -0.0289 0.7821 -0.4296 -0.2027
C -4.7130 3.3077 -0.8165 -0.2766 0.4169 -0.3481
C -4.7855 1.9898 1.2124 -0.0572 -0.0852 0.4537
N -2.8499 1.5164 -1.8301 0.2474 0.0707 0.4264
C -1.5495 1.3208 -2.3845 0.0703 0.1750 0.6017
C -3.9352 0.9104 -2.5737 -0.2829 -0.1433 -0.3097
N 4.3034 -1.5937 -0.0997 -0.6742 0.4043 -0.1547
C 5.6879 -1.1863 -0.2116 0.5456 0.1722 0.0685
C 4.1351 -2.9512 0.3697 -0.0802 -0.4271 0.1301
H 2.7898 1.9022 -2.2900 -0.1476 -0.0965 -0.0316
H 2.7456 1.9294 -0.5226 -0.1329 -0.0069 -0.0075
H 1.4883 1.0104 -1.4228 0.6076 0.4534 -0.3387
H 3.5547 -0.1564 -3.4296 0.1379 0.0314 0.1674
H 4.7378 -1.0551 -2.4952 -0.0194 0.0063 0.0394
H 4.9548 0.6879 -2.7267 0.0351 -0.0581 0.0875
H 3.0521 -1.4151 2.0445 -0.1408 -0.0662 -0.0462
H 1.4996 -2.2166 1.6679 0.2166 -0.0080 0.0676
H 1.8697 0.7293 2.3377 -0.1048 -0.0356 0.0435
H 1.3541 -0.4884 3.5143 -0.1832 0.0924 -0.0518
H -1.4004 -0.7212 3.4499 0.1281 -0.0105 -0.0601
H -0.2937 -1.9415 2.8077 -0.0240 0.1742 0.0197
H -2.7432 -0.8232 1.3966 -0.0171 -0.2017 0.1418
H -2.4958 -2.4466 2.0842 0.0247 0.1173 -0.0999
H -2.3455 -5.5240 -0.7935 -0.0537 0.0520 0.0247
H -3.9504 -5.1490 -1.4604 0.0479 0.0435 -0.0244
H -3.7739 -5.5403 0.2464 -0.0029 0.0399 0.0249
H -4.1755 -1.8788 0.0748 -0.0435 0.0338 0.0202
H -4.5855 -3.2113 1.1892 -0.0012 0.0324 0.0001
H -5.1209 -3.2608 -0.4882 0.0301 0.0590 0.0007
H 0.6527 -3.6230 -0.1953 0.1043 0.0869 -0.1330
H 0.5858 -2.2548 -1.3722 0.1516 -0.8600 -0.0675
H 0.8841 -3.9316 -1.9386 0.0197 0.1397 -0.0303
H -2.6130 -3.7350 -2.7531 -0.0210 -0.0110 0.0381
H -1.1839 -4.7150 -3.0996 -0.0434 0.0084 0.0012
H -1.1338 -2.9533 -3.3358 -0.0821 -0.1166 0.0564
H 0.2406 1.9818 1.6645 -0.0315 -0.0604 0.2110
H -0.4449 1.5879 3.2663 0.1291 -0.0708 -0.1186
H -2.0488 2.7078 1.7604 -0.0019 -0.1046 0.0987
H -2.6031 1.1131 2.2787 0.0429 0.0902 -0.0120
H -4.0532 3.6328 -1.6166 -0.0601 -0.0064 0.0344
H -4.9148 4.1585 -0.1622 0.0460 -0.0261 -0.0315
H -5.6693 2.9864 -1.2382 0.0629 -0.0170 -0.0072
H -4.5904 0.9802 1.5660 -0.0027 -0.0115 -0.0004
H -5.8572 2.0744 1.0228 0.0723 -0.0741 -0.0007
H -4.5335 2.7140 1.9922 -0.0141 -0.0845 -0.0068
H -0.8823 2.1032 -2.0080 0.1008 -0.2260 -0.1456
H -1.6069 1.3826 -3.4689 0.1677 -0.2621 -0.0095
H -1.1236 0.2891 -2.1308 -0.3211 0.3967 -0.5908
H -4.8707 0.9855 -2.0305 -0.0075 0.0494 0.0197
H -3.7251 -0.1507 -2.7468 -0.0078 -0.0137 -0.0521
H -4.0458 1.4101 -3.5348 -0.0823 -0.0386 -0.0298
H 5.7719 -0.1531 -0.5301 0.0094 0.0024 -0.0088
H 6.2329 -1.8353 -0.8997 -0.0328 0.0749 -0.0677
H 6.1649 -1.2772 0.7665 -0.0285 -0.0111 0.0135
H 3.1020 -3.2700 0.2701 -0.0316 -0.0161 -0.0048
H 4.4564 -3.0711 1.4071 -0.0406 0.0423 -0.0041
H 4.7592 -3.6109 -0.2368 -0.0631 0.0238 -0.0301
S 0.9996 -0.8592 -3.5061 0.4398 -0.1338 0.9057
C 0.3856 -0.4849 -5.0230 0.2037 0.2353 0.0535
N 1.2220 0.1321 -5.9187 -0.3265 -0.1959 -0.0353
C 0.8117 0.4450 -7.1604 -0.4102 -0.0571 -0.4122
C -0.4660 0.1248 -7.5426 0.1434 0.0004 0.2425
C -1.2713 -0.5191 -6.5860 0.2179 0.3580 -0.6189
N -0.8621 -0.7935 -5.3707 -0.1547 -0.0969 0.3039
H 2.1782 0.3200 -5.6301 -0.2422 -0.0181 -0.0050
H 1.5181 0.9417 -7.8104 0.0596 -0.0207 0.0181
H -0.8307 0.3658 -8.5260 -0.0030 -0.0091 -0.1028
H -2.2847 -0.8134 -6.8183 -0.1165 0.0085 -0.1344